230
Properties=species:S:1:pos:R:3:forces:R:3:lowdin_spin:R:1 method="wB97M-V/def2-TZVPD" homo_ha="-0.3562 / -0.3562" total_energy_ha=-4351.123443 spin_multiplicity=2 orbital_gap_ev="7.01 / 2.74" charge=+1
C -27.624850 -21.755200 6.255840 -2.050 -1.359 -0.564 0.0000
C -28.805910 -22.493920 6.999100 2.733 0.108 -1.026 0.0000
O -28.945600 -21.656120 8.125690 -0.646 0.460 0.464 0.0000
C -27.821740 -20.923510 8.353690 0.821 0.834 2.375 0.0000
O -27.609080 -20.312530 9.406930 -0.498 -1.890 -4.024 0.0000
O -26.959700 -21.057990 7.261790 -0.398 0.598 1.638 0.0000
H -28.088190 -21.092250 5.525140 0.362 0.405 -0.070 0.0000
H -27.033460 -22.507590 5.734050 0.522 0.325 0.215 0.0000
H -28.421290 -23.467160 7.304030 -0.311 -0.163 0.255 0.0000
H -29.634000 -22.648640 6.307410 -0.454 0.535 0.678 0.0000
C -29.205650 -27.463740 3.533270 -0.754 0.601 -3.283 0.0000
C -29.767360 -26.034350 3.493000 -1.047 -1.552 0.469 0.0000
O -29.414250 -25.658960 4.833660 -0.959 2.157 -0.324 0.0000
C -28.376730 -26.349590 5.241020 2.954 0.401 3.306 0.0000
O -27.731470 -26.116980 6.282500 -2.003 -0.731 -3.235 0.0000
O -28.095050 -27.301880 4.344310 1.028 -0.519 1.602 0.0000
H -28.828520 -27.610600 2.521190 -0.118 -0.784 0.047 0.0000
H -29.897920 -28.260790 3.804550 0.098 0.111 0.446 0.0000
H -30.846150 -25.931670 3.375630 0.034 -0.330 0.335 0.0000
H -29.352430 -25.492920 2.642830 0.770 0.605 0.635 0.0000
C -25.846220 -25.179830 1.370670 1.586 0.713 -0.213 0.0000
C -25.111780 -23.972360 2.038540 -0.636 -0.790 0.570 0.0000
C -24.781120 -24.459060 3.403860 1.003 0.256 2.152 0.0000
C -23.923270 -23.491260 4.207090 1.187 -0.248 -0.988 0.0000
C -22.614380 -23.230350 3.354990 -0.373 -1.590 2.307 0.0000
C -22.759950 -22.808750 1.927100 -0.904 1.799 2.301 0.0000
N -23.828990 -23.618830 1.369980 -0.289 -2.101 2.042 0.0000
O -24.057990 -23.252080 0.110610 -0.859 1.754 -2.942 0.0000
C -23.146100 -21.326270 2.126870 0.420 1.061 -2.155 0.0000
C -21.470960 -23.059730 1.126680 -0.430 -0.276 0.011 0.0000
C -26.123950 -22.848760 2.157760 0.625 0.526 -0.209 0.0000
H -25.981110 -24.889650 0.328700 -0.500 -0.435 0.075 0.0000
H -26.744130 -25.467770 1.917420 -0.231 0.446 -0.168 0.0000
H -25.190440 -26.047240 1.445820 0.085 -0.080 -0.383 0.0000
H -25.619500 -24.693920 4.059650 -0.595 -0.260 -0.524 0.0000
H -24.151640 -25.347640 3.356120 -0.166 -0.310 -0.291 0.0000
H -23.577460 -24.012480 5.099750 0.040 0.025 0.167 0.0000
H -24.435900 -22.611030 4.595040 -0.031 0.265 -0.417 0.0000
H -22.141620 -24.212340 3.338170 0.366 -0.225 0.246 0.0000
H -22.036280 -22.578270 4.009740 0.537 0.215 -0.654 0.0000
H -22.255560 -20.704530 2.218920 0.232 -0.146 0.302 0.0000
H -23.570160 -20.966750 1.189320 -0.364 0.167 -0.107 0.0000
H -23.820400 -21.034970 2.932200 0.067 -0.597 0.076 0.0000
H -20.510450 -22.796450 1.569610 -0.360 0.354 0.603 0.0000
H -21.470200 -24.147790 1.061760 0.252 -0.093 -0.519 0.0000
H -21.478370 -22.580600 0.147660 -0.250 -0.236 -0.087 0.0000
H -26.391890 -22.512440 1.156170 -0.135 0.255 -0.005 0.0001
H -25.622200 -22.054110 2.709910 -0.509 0.296 -0.104 0.0000
H -27.006070 -23.185560 2.702300 -0.058 0.014 -0.020 0.0000
H -23.935750 -24.058340 -0.395940 -0.044 -0.401 -0.527 0.0000
C -32.165260 -20.178560 -1.922150 0.567 -1.663 1.639 0.0469
C -32.047130 -21.694960 -2.433450 1.180 0.413 -3.038 0.0471
C -31.106880 -21.707980 -3.681420 0.935 0.926 -1.067 0.0052
C -29.551090 -21.651640 -3.430730 -3.000 0.210 -0.476 0.0000
C -29.235890 -22.782600 -2.497140 1.507 0.144 -0.459 0.0045
C -29.965250 -22.709670 -1.179220 0.680 -1.366 1.101 0.0532
N -31.435250 -22.665830 -1.491610 -0.032 1.193 2.471 0.6530
O -32.217260 -23.001540 -0.370260 1.127 0.138 -1.948 0.0840
C -29.591500 -23.916350 -0.220730 0.029 -0.151 -0.410 0.0072
C -29.551460 -21.429320 -0.378040 -0.269 1.031 -1.259 0.0560
C -33.363540 -22.281140 -2.905930 -1.262 0.793 0.895 0.0126
H -32.826810 -20.261300 -1.059820 -0.319 0.610 0.042 0.0012
H -32.483940 -19.384340 -2.597240 -0.394 -0.845 -0.487 0.0040
H -31.205710 -19.837970 -1.533110 -0.060 -0.128 -0.099 0.0005
H -31.408940 -22.443970 -4.426520 0.153 -0.689 0.497 0.0001
H -31.275880 -20.799740 -4.259900 -0.553 0.269 0.270 -0.0006
H -29.472580 -20.622380 -3.080670 0.962 -0.211 0.466 0.0000
H -29.069400 -21.692030 -4.407690 0.179 -0.249 0.216 0.0004
H -28.158560 -22.773690 -2.331700 0.052 -0.290 0.497 -0.0006
H -29.439120 -23.731170 -2.994150 -0.087 -0.083 0.052 0.0004
H -29.582560 -24.928670 -0.624730 -0.699 0.106 -0.691 0.0008
H -28.534550 -23.858630 0.039340 0.034 0.695 0.072 -0.0004
H -30.171750 -23.951040 0.701340 -0.016 0.324 -0.122 -0.0002
H -28.503800 -21.483420 -0.082060 -0.285 -0.744 0.685 0.0069
H -29.465910 -20.570210 -1.043410 -0.372 -0.050 -0.213 0.0010
H -30.262090 -21.110800 0.384610 0.358 -0.433 0.411 0.0009
H -33.286670 -23.285630 -3.322090 0.016 0.033 0.377 -0.0002
H -33.887260 -21.655950 -3.629080 0.700 0.215 -0.408 0.0006
H -34.061630 -22.174420 -2.075640 -0.184 -0.865 0.185 -0.0002
H -32.286510 -22.120070 0.003670 -0.795 0.537 0.856 0.0153
C -33.900390 -29.927570 7.152250 0.831 -0.687 0.195 0.0000
C -32.628820 -29.242510 6.589860 0.110 0.226 -1.093 0.0000
C -31.968400 -28.360470 7.671720 -0.047 -0.086 0.947 0.0000
C -31.173870 -29.115890 8.720670 -0.310 0.406 -1.830 0.0000
C -30.064410 -29.846270 7.924540 -1.282 -0.672 0.967 0.0000
C -30.638110 -30.870460 6.833580 2.048 -0.694 -0.836 0.0000
N -31.580760 -30.163590 5.900930 0.578 1.526 2.512 0.0000
O -32.021730 -30.968950 4.819970 -0.923 -0.044 1.279 0.0000
C -29.383770 -31.208930 5.912540 -0.643 -0.064 0.480 0.0000
C -31.081710 -32.233200 7.473790 -0.335 1.119 -0.595 0.0000
C -33.084930 -28.273300 5.518020 -0.558 0.348 -0.590 0.0000
H -34.148090 -30.758270 6.491430 -0.117 -0.115 0.117 0.0000
H -34.789920 -29.307900 7.265640 0.263 0.459 -0.365 0.0000
H -33.705980 -30.295020 8.159860 0.038 -0.382 -0.037 0.0000
H -31.340320 -27.550670 7.300450 0.185 -0.188 -0.672 0.0000
H -32.721320 -27.818060 8.243570 -0.700 0.006 -0.476 0.0000
H -31.883190 -29.759630 9.240830 0.385 -0.517 0.080 0.0000
H -30.843290 -28.378180 9.451830 0.540 -0.230 0.035 0.0000
H -29.531130 -30.296500 8.761810 0.600 -1.011 -0.689 0.0000
H -29.369610 -29.159270 7.441460 -0.234 0.258 -0.037 0.0000
H -29.601850 -31.903720 5.101490 -0.451 -0.008 -0.046 0.0000
H -28.987680 -30.299590 5.460540 0.090 0.109 0.093 0.0000
H -28.606670 -31.730310 6.471440 0.096 0.304 0.272 0.0000
H -31.629170 -32.851260 6.762170 -0.338 0.301 -0.101 0.0000
H -30.221080 -32.856190 7.717310 0.090 0.378 0.477 0.0000
H -31.707080 -31.990120 8.332810 0.019 -0.515 0.153 0.0000
H -32.314640 -27.995050 4.798760 0.234 -0.320 0.005 0.0000
H -33.400080 -27.322490 5.947820 -0.279 -0.067 0.272 0.0000
H -33.940630 -28.701070 4.995640 0.033 0.112 -0.332 0.0000
H -31.376530 -30.842380 4.120470 0.074 0.156 -0.169 0.0000
C -23.542710 -32.368940 -0.615990 0.759 -0.779 0.237 0.0000
O -23.157640 -31.659010 0.598420 -0.476 -1.677 -1.704 0.0000
C -23.235120 -30.304530 0.322970 -0.370 0.673 -0.335 0.0000
C -22.858590 -29.469450 1.498560 0.332 -0.016 1.104 0.0000
N -23.847700 -29.495470 2.542710 -1.245 1.089 0.679 0.0000
C -23.626030 -28.463590 3.581800 0.349 -2.103 -0.737 0.0000
C -24.707900 -28.549100 4.644510 0.442 0.552 -0.050 0.0000
O -24.951960 -29.859440 5.163400 0.326 0.322 -0.504 0.0000
C -25.747770 -29.866520 6.337860 -0.707 -0.236 -0.270 0.0000
H -23.596130 -33.439370 -0.417400 0.204 0.145 0.342 0.0000
H -22.842860 -32.227540 -1.439590 0.773 0.130 0.301 0.0000
H -24.462920 -32.142240 -1.154430 -0.744 0.785 0.972 0.0000
H -24.273720 -30.154920 0.027950 -0.221 0.800 0.012 0.0000
H -22.612480 -30.010130 -0.521860 0.338 -0.162 -0.325 0.0000
H -22.672840 -28.436660 1.203710 -0.349 0.106 -0.210 0.0000
H -21.910290 -29.769200 1.944640 0.593 -0.409 -0.414 0.0000
H -23.883020 -30.362930 3.058820 0.078 -0.412 -0.402 0.0000
H -23.596110 -27.495000 3.082760 -0.243 0.214 0.312 0.0000
H -22.646550 -28.654520 4.020300 0.383 0.249 0.328 0.0000
H -25.564210 -28.082120 4.157940 -0.661 -0.233 0.533 0.0000
H -24.309230 -27.914680 5.436140 -0.478 0.289 0.442 0.0000
H -25.998710 -30.879290 6.653180 0.901 -0.343 -0.152 0.0000
H -26.764340 -29.525730 6.141560 0.029 0.904 -0.117 0.0000
H -25.284770 -29.331610 7.167070 0.002 0.164 -0.029 0.0000
C -26.449690 -25.093870 9.672810 -1.117 1.136 -0.235 0.0000
O -25.085700 -25.086650 9.406550 0.329 0.112 -1.028 0.0000
C -24.784300 -25.232140 7.979580 0.446 -0.737 2.029 0.0000
C -23.321060 -25.661280 7.978020 0.334 -0.182 -0.399 0.0000
N -22.338760 -24.592350 7.772130 0.542 -0.039 -1.721 0.0000
C -20.948260 -25.043300 7.436310 -0.268 0.279 -0.246 0.0000
C -20.935780 -25.833570 6.086100 0.773 -0.316 1.377 0.0000
O -19.598320 -26.327510 5.753170 -1.327 0.602 2.400 0.0000
C -19.504030 -26.791990 4.459760 -0.137 1.007 -0.992 0.0000
H -26.914310 -26.035320 9.965900 0.448 -0.477 -0.139 0.0000
H -26.971970 -24.721550 8.791500 -0.390 -0.127 -0.163 0.0000
H -26.702760 -24.374590 10.451720 0.315 0.034 0.259 0.0000
H -24.986890 -24.354630 7.365550 0.131 0.498 0.338 0.0000
H -25.424530 -26.016880 7.576600 0.030 -0.255 0.014 0.0000
H -23.300180 -26.439620 7.215220 0.599 0.353 -0.465 0.0000
H -23.062690 -26.221900 8.876390 -0.497 -0.047 0.437 0.0000
H -22.344200 -23.908510 8.515380 0.006 -0.209 0.084 0.0000
H -20.533330 -25.543050 8.311630 0.134 -1.019 -0.299 0.0000
H -20.224070 -24.239330 7.304880 -0.567 0.682 -0.008 0.0000
H -21.338720 -25.214670 5.284400 0.126 0.255 -0.055 0.0000
H -21.646720 -26.636470 6.281090 0.306 -0.618 -0.681 0.0000
H -19.322180 -25.914460 3.839300 -0.195 0.150 -0.663 0.0000
H -20.461890 -27.223040 4.168540 0.213 -0.621 -0.388 0.0000
H -18.617270 -27.404720 4.297550 -0.335 -0.468 0.413 0.0000
C -26.562950 -28.458270 -0.052940 -0.289 0.324 -1.368 0.0000
O -27.829930 -27.836820 -0.484950 0.358 -0.494 -0.865 0.0000
C -28.104490 -27.790850 -1.931350 1.684 0.379 -0.139 0.0000
C -26.942760 -27.099970 -2.747240 0.408 1.193 1.573 0.0000
N -26.787230 -25.669180 -2.238250 -0.255 -0.213 -0.890 0.0000
C -25.734320 -24.911920 -2.939100 0.101 -0.724 0.912 0.0000
C -24.307830 -25.454060 -2.586000 -0.366 0.664 0.768 0.0000
O -24.068140 -25.585820 -1.121480 0.409 -0.925 -1.995 0.0000
C -22.767730 -26.225810 -0.888890 -1.074 -0.039 1.040 0.0000
H -26.592520 -28.829020 0.971640 -0.405 0.544 0.056 0.0000
H -25.741370 -27.762720 -0.224190 -0.012 0.386 0.495 0.0000
H -26.239660 -29.312400 -0.647950 -0.666 -0.314 -0.368 0.0000
H -29.007760 -27.214060 -2.130140 0.030 0.332 0.699 0.0000
H -28.353050 -28.765390 -2.351560 0.465 -0.422 0.245 0.0000
H -27.007590 -27.090130 -3.835270 -1.076 0.226 -0.043 0.0000
H -25.976680 -27.599260 -2.672970 -0.001 -0.591 0.720 0.0000
H -26.519350 -25.644140 -1.264750 -0.273 -0.639 0.227 0.0000
H -25.756180 -23.842750 -2.728170 -0.262 0.043 0.618 0.0000
H -26.031100 -24.936760 -3.987630 0.851 -0.379 -0.339 0.0000
H -23.563140 -24.701450 -2.845070 0.178 -0.432 -0.958 0.0000
H -24.210450 -26.455090 -3.006210 0.561 0.224 -0.233 0.0000
H -22.487780 -27.052560 -1.541740 -0.537 0.127 -0.515 0.0000
H -22.940990 -26.668130 0.092150 0.466 0.135 0.117 0.0000
H -21.927470 -25.532730 -0.847840 -0.244 0.320 -0.092 0.0000
C -34.487400 -26.013190 0.885310 -0.165 -0.091 -1.110 0.0000
O -33.657980 -27.249600 0.757240 -2.812 2.759 -1.099 0.0000
C -33.220890 -27.623540 2.017150 0.329 -1.387 0.129 0.0000
C -32.448110 -28.930930 1.919290 0.782 0.217 0.659 0.0000
N -31.151150 -28.735220 1.253580 -1.297 -0.096 0.890 0.0000
C -30.453050 -29.926930 0.794990 0.336 1.054 0.297 0.0000
C -30.068180 -31.011730 1.818290 0.728 1.738 -3.216 0.0000
O -31.186270 -31.723000 2.190280 0.084 1.008 0.951 0.0000
C -30.863140 -33.040770 2.400950 -1.874 -2.395 0.890 0.0000
H -34.834710 -25.596110 -0.059950 0.755 -0.745 -0.847 0.0000
H -34.040780 -25.122370 1.326980 1.007 -0.453 0.517 -0.0001
H -35.477290 -26.041670 1.340730 0.171 -1.290 0.856 0.0000
H -34.020670 -27.913140 2.698760 -0.447 0.802 0.163 0.0000
H -32.651850 -26.741740 2.311640 0.453 -0.419 1.180 0.0000
H -33.021530 -29.792820 1.578070 -0.528 0.304 -1.040 0.0000
H -32.351400 -29.290430 2.943740 0.742 0.374 0.336 0.0000
H -31.344120 -28.214550 0.409920 -0.048 0.314 -0.060 0.0000
H -29.587010 -29.382300 0.418910 0.830 -1.049 -0.264 0.0000
H -30.953830 -30.391250 -0.054560 -0.246 -0.357 -0.025 0.0000
H -29.374890 -30.594410 2.548550 -0.352 -0.257 0.828 0.0000
H -29.489070 -31.628160 1.130720 0.595 -0.485 0.340 0.0000
H -30.155570 -33.297590 3.189310 0.716 0.593 -0.240 0.0000
H -30.702610 -33.595650 1.476590 0.591 0.174 -0.175 0.0000
H -31.774350 -33.478370 2.808750 -0.225 -0.164 -0.044 0.0000
C -31.621950 -24.513580 7.612730 -0.516 0.389 1.189 0.0000
O -32.840350 -24.738890 8.329630 0.570 -2.436 -2.042 0.0000
C -32.862610 -24.230660 9.604930 -0.115 2.053 0.087 0.0000
C -34.049820 -24.733280 10.397770 -0.656 0.770 -0.732 0.0000
N -35.350380 -24.470990 9.690410 1.561 -0.240 0.692 0.0000
C -36.437300 -25.095240 10.425470 -2.449 -0.744 -0.886 0.0000
C -37.806770 -24.328810 10.247230 2.119 0.442 1.646 0.0000
O -38.326860 -24.485910 8.998050 -0.087 -0.206 -1.593 0.0000
C -39.457150 -23.700960 8.682500 -0.428 -0.668 0.546 0.0000
H -31.589020 -25.079550 6.681770 -0.350 0.208 0.058 0.0000
H -30.756090 -24.791480 8.213700 0.128 -0.359 0.169 0.0000
H -31.524410 -23.434550 7.493250 0.035 0.199 -0.580 0.0000
H -32.943600 -23.164580 9.392800 -0.387 0.707 0.859 0.0000
H -31.904250 -24.299840 10.119580 0.119 -0.703 0.309 0.0000
H -34.104950 -24.146450 11.314660 0.257 -0.474 0.301 0.0000
H -33.949830 -25.810330 10.532200 0.192 -0.148 0.588 0.0000
H -35.229330 -25.056020 8.876040 -0.284 0.421 -0.588 0.0000
H -36.322160 -25.328530 11.483960 0.601 0.686 0.138 0.0000
H -36.575450 -26.082970 9.985680 -0.333 -0.381 0.049 0.0000
H -37.488600 -23.302250 10.429040 -0.221 0.586 -0.104 0.0000
H -38.521370 -24.549910 11.040040 -0.175 -0.513 0.160 0.0000
H -40.344510 -24.150270 9.128390 -0.289 -0.356 -0.060 0.0000
H -39.570220 -23.723050 7.598600 0.062 0.343 0.149 0.0000
H -39.469760 -22.707750 9.131370 0.651 0.358 -0.369 0.0000